# 1
# C25H32N4O5S

A 2-piece molecular cluster, C25H32N4O5S overall (the ωB97M-V functional and the def2-TZVPD basis, the Open Molecules 2025 dataset).

Structure (ORCA input):
```
! RIJCOSX wB97M-V def2-TZVPD def2/J DEFGRID3
* xyz 0 1
S 3.020 -1.667 -0.609
O 0.499 4.222 -0.728
O 2.231 3.523 2.205
O 1.741 3.887 -2.536
O 1.463 3.224 1.089
O 2.400 -4.057 2.522
N 0.411 -1.059 -1.529
N 5.981 2.513 0.157
N 0.070 -2.413 -1.515
N -1.362 2.210 -2.439
C 2.573 -5.264 3.096
C -0.182 -1.977 2.300
C -1.969 -0.717 -2.475
C -5.706 1.200 -0.661
C 0.937 1.820 -1.575
C 1.387 4.469 0.359
C -3.218 -0.070 -1.792
C 1.660 -0.550 -1.134
C 4.110 2.355 -1.540
C -0.069 -2.978 -0.134
C -4.066 0.843 -2.594
C 5.224 1.709 0.955
C -0.370 1.268 -2.005
C 5.400 2.819 -1.032
C -0.899 -2.081 0.873
C -3.661 -0.310 -0.427
C -4.874 0.301 0.144
C 1.410 -5.505 4.081
C -5.265 1.451 -2.035
C -0.587 -0.191 -1.979
C 1.117 3.362 -1.661
C 3.922 1.134 0.653
C 1.969 0.880 -1.128
C -7.023 1.829 -0.085
C 3.334 1.451 -0.672
H 0.923 5.230 1.047
H -1.876 -2.610 1.076
H -3.110 -1.004 0.241
H -7.332 2.755 -0.629
H -1.193 2.558 -3.383
H -2.089 -1.824 -2.427
H 0.879 -2.893 -1.931
H 0.223 -0.934 2.386
H 5.663 1.442 1.953
H 0.902 -3.273 0.355
H -3.764 1.025 -3.650
H -1.434 2.973 -1.759
H -6.972 1.966 1.028
H 0.619 -2.748 2.369
H -2.034 -0.444 -3.570
H 1.522 -6.485 4.567
H 0.441 -5.502 3.571
H -1.175 -1.067 0.491
H 2.403 4.809 0.019
H 3.763 2.679 -2.543
H -5.868 2.126 -2.692
H 3.495 -5.425 3.695
H 3.335 0.459 1.312
H -7.827 1.060 -0.287
H 5.977 3.506 -1.705
H 2.889 2.800 2.240
H 2.576 -6.158 2.433
H 2.850 -1.942 0.751
H 1.388 -4.749 4.872
H -0.979 -2.092 3.074
H -0.642 -3.942 -0.251
H -5.159 0.069 1.196
*
```

Energy relative to the best compared isomer or geometry (same formula, charge and spin) in kJ/mol: 1350.1
E_LUMO in eV: -2.189

# 2
# C25H32N6O3S

C25H32N6O3S in the gas phase (the ωB97M-V functional and the def2-TZVPD basis, the Open Molecules 2025 dataset).

Structure (ORCA input):
```
! RIJCOSX wB97M-V def2-TZVPD def2/J DEFGRID3
* xyz 0 1
S -4.724 1.501 -0.575
O -5.669 -2.780 1.439
O 10.366 -1.153 -0.838
O 1.053 2.268 0.968
N 5.040 -0.090 0.406
N -7.084 0.246 -0.883
N -5.395 -0.748 0.425
N -2.436 1.008 0.845
N 2.304 0.412 0.897
N -4.134 -0.571 0.870
C -5.906 0.234 -0.360
C 9.080 -0.797 -0.546
C -1.530 0.115 1.540
C -0.626 -0.595 0.533
C -3.629 0.540 0.470
C -6.149 -1.911 0.748
C 8.623 0.503 -0.391
C -9.252 -0.753 -1.202
C 3.336 1.037 1.702
C 1.207 1.129 0.560
C -11.568 0.204 -0.882
C -7.455 -1.864 0.156
C 8.174 -1.847 -0.394
C 6.855 -1.600 -0.095
C -0.812 1.447 -0.927
C 2.735 -0.872 0.395
C 4.018 -0.687 -0.425
C 6.379 -0.293 0.052
C -10.163 0.096 -0.306
C -7.876 -0.824 -0.619
C -1.755 2.052 0.116
C 0.157 0.430 -0.305
C 7.289 0.748 -0.102
C 11.320 -0.134 -0.999
C 4.622 1.208 0.890
H -2.488 2.701 -0.365
H -1.403 0.942 -1.695
H -11.543 0.667 -1.865
H -0.246 2.251 -1.397
H 12.259 -0.640 -1.219
H 9.288 1.346 -0.500
H 3.791 -0.040 -1.292
H -0.932 0.721 2.226
H 11.065 0.531 -1.831
H -9.726 1.091 -0.206
H -12.018 -0.782 -0.978
H 4.435 1.917 0.066
H -8.097 -2.707 0.354
H 3.537 0.400 2.569
H 2.964 2.006 2.035
H 2.954 -1.520 1.252
H 1.972 -1.346 -0.216
H -12.198 0.808 -0.233
H -10.205 -0.354 0.689
H -9.192 -0.288 -2.187
H 6.969 1.774 -0.009
H 5.396 1.614 1.542
H 4.359 -1.651 -0.799
H 8.536 -2.857 -0.507
H 11.436 0.458 -0.084
H -9.666 -1.757 -1.301
H -1.249 -1.201 -0.127
H 0.052 -1.260 1.069
H -2.121 -0.608 2.102
H 0.666 -0.082 -1.128
H 6.183 -2.434 0.044
H -1.169 2.637 0.829
*
```

Energy relative to the best compared isomer or geometry (same formula, charge and spin) in kJ/mol: 88.7
E_LUMO in eV: 0.496

# 3
# C25H32O8

C25H32O8 in the gas phase (the ωB97M-V functional and the def2-TZVPD basis, the Open Molecules 2025 dataset).

Structure (ORCA input):
```
! RIJCOSX wB97M-V def2-TZVPD def2/J DEFGRID3
* xyz 0 1
O -2.627 -3.932 -2.909
O -2.693 1.897 3.981
O 2.569 0.713 0.567
O 2.149 -1.580 -1.465
O 2.482 2.253 -1.061
O 3.520 -2.978 -0.361
O -2.227 4.094 2.145
O -4.012 -1.741 -1.581
C -1.675 2.851 1.925
C -0.146 -2.913 -0.480
C 4.662 1.785 -2.006
C -1.932 1.825 2.850
C -3.875 -3.632 -3.489
C 0.500 1.083 -0.630
C -1.902 5.140 1.266
C -0.751 -1.843 0.175
C -0.838 -3.547 -1.498
C -0.885 2.560 0.821
C 1.958 1.296 -0.292
C 3.878 2.526 -0.933
C 5.161 -1.305 0.269
C 4.680 -2.272 -0.803
C -4.614 -0.658 -0.918
C 2.323 -2.518 -0.733
C -0.604 0.279 1.506
C 1.234 -3.384 -0.124
C -0.058 -1.105 1.297
C -2.119 -3.175 -1.892
C -1.389 0.567 2.610
C -3.090 3.140 4.513
C -2.037 -1.476 -0.201
C -0.355 1.298 0.591
C -2.738 -2.110 -1.216
H -3.814 3.646 3.872
H -5.592 -0.543 -1.384
H 3.983 3.608 -1.045
H -4.744 -0.857 0.150
H -2.234 3.798 4.679
H 1.394 -4.399 -0.493
H -2.405 6.020 1.666
H -0.176 -1.680 2.221
H -3.996 -4.360 -4.292
H 4.207 2.223 0.066
H -1.607 -0.201 3.337
H 1.387 -3.400 0.957
H 0.402 0.060 -0.999
H -4.693 -3.743 -2.773
H 5.725 1.975 -1.884
H 1.008 -1.027 1.085
H -3.896 -2.623 -3.906
H 4.351 2.114 -2.994
H 0.230 1.779 -1.424
H -0.390 -4.372 -2.030
H -2.497 -0.658 0.329
H 4.378 -0.585 0.496
H -3.555 2.903 5.471
H -0.674 3.335 0.100
H 5.407 -1.849 1.177
H -0.823 5.323 1.234
H -2.270 4.947 0.252
H 6.045 -0.779 -0.081
H 4.477 0.718 -1.922
H -4.040 0.266 -1.047
H 4.434 -1.740 -1.729
H 5.431 -3.040 -1.009
*
```

Energy relative to the best compared isomer or geometry (same formula, charge and spin) in kJ/mol: 174.6
E_LUMO in eV: 0.671

# 4
# C25H33Br2ClF3N11O4S

C25H33Br2ClF3N11O4S as an isolated structure (the ωB97M-V functional and the def2-TZVPD basis, the Open Molecules 2025 dataset).

Structure (ORCA input):
```
! RIJCOSX wB97M-V def2-TZVPD def2/J DEFGRID3
* xyz 0 1
Br -0.538 2.605 1.658
Br 0.788 0.905 4.205
Cl 1.033 0.336 0.616
S 2.506 3.913 1.859
F 4.350 1.764 2.758
F 3.538 0.178 4.022
F 3.442 0.014 1.845
O 2.264 3.028 3.196
O 1.572 4.968 1.810
O 2.114 2.728 0.845
O 3.884 4.182 1.711
N 2.918 -7.219 -0.568
N -0.112 -8.110 -4.362
N -3.293 -6.151 -2.367
N 0.918 -1.251 -5.003
N 0.215 -2.545 0.424
N -7.645 -4.182 0.228
N 2.493 9.629 0.858
N -6.868 9.205 4.334
N -2.216 1.209 -0.771
N 6.933 -2.347 0.300
N -2.649 6.699 1.672
C -6.144 8.316 4.279
C -1.756 7.405 1.812
C 1.777 -1.156 -2.549
C -5.246 -5.183 0.065
C -6.585 -4.617 0.162
C 1.245 1.798 1.505
C 2.026 -7.893 -0.843
C 7.000 -1.326 0.817
C 0.919 -8.768 -1.202
C -0.536 -5.547 -4.481
C 3.211 8.735 0.830
C -5.223 7.190 4.211
C -2.895 2.036 -1.185
C 1.058 -3.328 0.435
C -3.759 3.086 -1.709
C 3.335 0.874 2.875
C 7.066 -0.025 1.470
C 2.129 -4.317 0.452
C 1.948 1.682 2.888
C 4.129 7.606 0.802
C -0.299 -6.980 -4.417
C -0.624 8.301 2.004
C 1.301 -1.201 -3.922
C -4.936 -5.959 -4.383
C -4.011 -6.067 -3.262
H 2.789 -4.120 1.295
H 2.708 -4.262 -0.468
H -4.655 -4.891 0.931
H -5.475 -6.897 -4.504
H 1.298 -9.773 -1.375
H 4.822 7.673 1.638
H -4.518 7.240 5.040
H 2.825 -0.861 -2.530
H -0.222 8.613 1.042
H -1.582 -5.365 -4.719
H 4.691 7.612 -0.130
H 0.191 -8.795 -0.393
H 1.192 -0.439 -1.978
H 6.060 0.350 1.636
H -4.405 3.462 -0.917
H 7.614 0.678 0.845
H -5.778 6.256 4.273
H 3.575 6.674 0.882
H 1.720 -5.317 0.548
H -3.153 3.906 -2.089
H 1.672 -2.137 -2.091
H -4.374 2.690 -2.514
H -0.942 9.183 2.556
H 7.571 -0.116 2.430
H 0.433 -8.415 -2.110
H -5.648 -5.158 -4.195
H -4.755 -4.820 -0.832
H 0.158 7.790 2.561
H -0.315 -5.097 -3.514
H -4.388 -5.743 -5.298
H -5.305 -6.269 0.022
H 0.090 -5.085 -5.240
H -4.671 7.214 3.274
*
```

E_LUMO in eV: -0.310

# 5
# C25H33BrHfN10PSe

C25H33BrHfN10PSe as an isolated structure (the ωB97M-V functional and the def2-TZVPD basis, the Open Molecules 2025 dataset).

Structure (ORCA input):
```
! RIJCOSX wB97M-V def2-TZVPD def2/J DEFGRID3
* xyz 3 1
Hf 0.354 -0.188 -0.371
Br 6.659 -3.785 -2.159
Se 0.338 -5.053 0.121
P -2.143 -0.466 -1.271
N -4.549 -1.086 -0.134
N 0.649 1.699 3.743
N 0.289 2.096 -0.919
N -4.009 -2.171 -2.244
N 0.648 0.225 1.781
N -4.597 0.188 -2.208
N 2.231 0.302 -1.481
N 0.338 -2.174 -0.229
N 2.586 0.333 3.295
N 0.541 -0.679 4.065
C 0.562 4.770 -1.639
C 0.087 0.621 4.565
C -0.594 4.318 -1.030
C -3.200 -0.761 0.262
C 0.096 -0.877 2.731
C -4.662 -1.071 -2.956
C 1.593 3.863 -1.889
C 2.991 -1.905 -2.194
C 1.420 2.547 -1.519
C -2.577 -2.035 -2.199
C 4.575 -0.361 -1.201
C 5.583 -1.294 -1.359
C 5.298 -2.526 -1.944
C -4.616 -2.324 -0.920
C -0.691 2.975 -0.688
C -5.189 -0.002 -0.884
C 2.189 0.184 1.936
C 4.005 -2.829 -2.363
C 2.447 1.535 -1.775
C 0.208 1.568 2.394
C 3.285 -0.669 -1.626
C -3.263 0.738 -2.160
C 2.113 1.630 3.801
C 0.335 -3.390 -0.084
C 2.005 -0.740 4.115
H -0.994 -0.824 2.675
H -6.241 -0.251 -1.013
H 3.801 -3.783 -2.830
H 2.545 2.436 3.205
H -5.711 -1.328 -3.097
H -3.205 0.134 0.890
H -1.003 0.666 4.538
H 2.596 1.008 1.340
H 0.636 2.365 1.783
H -5.126 0.926 -0.314
H 3.386 1.842 -2.230
H -4.204 -0.942 -3.936
H -2.115 -2.884 -1.692
H -5.664 -2.589 -1.051
H -2.172 -1.971 -3.210
H 0.443 -1.834 2.347
H 2.347 -1.709 3.748
H -3.269 1.704 -1.652
H 6.587 -1.074 -1.026
H 2.338 -0.620 5.143
H 4.792 0.588 -0.723
H 1.993 -2.132 -2.548
H 0.669 5.810 -1.920
H -4.121 -3.131 -0.378
H -1.584 2.596 -0.205
H 0.413 0.748 5.595
H -0.884 1.605 2.349
H 2.511 4.181 -2.367
H 2.437 1.750 4.832
H -1.418 4.985 -0.817
H 2.539 -0.776 1.537
H -2.887 0.890 -3.174
H -2.772 -1.589 0.834
*
```

Energy relative to the best compared isomer or geometry (same formula, charge and spin) in kJ/mol: 9.0
E_LUMO in eV: -10.607

# 6
# C25H33FO22S

A 7-piece molecular cluster, C25H33FO22S overall (the ωB97M-V functional and the def2-TZVPD basis, the Open Molecules 2025 dataset).

Structure (ORCA input):
```
! RIJCOSX wB97M-V def2-TZVPD def2/J DEFGRID3
* xyz 0 1
S 0.001 2.885 0.889
F 2.970 4.705 1.011
O -4.072 5.344 -0.892
O 1.141 2.143 1.732
O 3.560 -10.952 1.257
O -2.247 6.599 -6.123
O -1.326 2.332 0.954
O -2.361 -2.181 2.926
O -0.766 5.449 -4.894
O 4.218 -3.308 2.146
O -5.071 -1.258 0.068
O 3.616 -5.466 2.401
O -3.386 7.458 -1.152
O 2.130 -3.974 1.661
O 1.875 -9.507 1.642
O -0.532 -3.472 3.208
O -5.067 6.662 -2.425
O -5.044 -0.885 -2.136
O 0.501 2.534 -0.629
O 3.894 -8.754 0.990
O 0.109 4.283 1.038
O -0.281 5.978 -7.032
O -3.103 -1.159 -1.031
O -0.455 -1.654 1.882
C -2.868 5.475 -0.128
C -1.475 -0.802 1.329
C -1.025 6.007 -6.109
C 3.493 2.361 1.178
C 2.493 0.212 1.402
C -6.410 -1.119 -1.786
C -2.919 6.225 -4.918
C 2.804 -0.862 1.832
C 1.576 1.586 -0.508
C -6.407 -0.901 -0.294
C 2.192 1.562 0.893
C -1.062 -2.524 2.717
C 1.518 -5.255 1.495
C -1.784 5.887 -3.992
C 3.652 3.669 0.388
C 2.342 -6.125 2.406
C 3.397 -4.174 2.074
C 3.000 -9.720 1.327
C 5.160 4.054 0.367
C -4.253 6.503 -1.571
C 4.836 -10.813 0.631
C -2.736 6.968 0.026
C -2.565 -0.881 2.360
C -4.292 -1.105 -1.032
C 5.181 -9.370 0.903
H 3.381 -1.655 2.307
H -1.780 -1.205 0.354
H -7.068 -0.430 -2.311
H 3.472 2.622 2.245
H 3.326 3.602 -0.659
H 1.016 0.629 -0.534
H -2.041 5.037 -0.690
H -3.557 -0.795 1.929
H -7.130 -1.527 0.225
H 5.632 3.582 1.240
H -3.533 7.040 -4.544
H -3.559 5.365 -5.124
H 5.773 -8.921 0.109
H 1.597 -5.552 0.447
H -2.956 4.962 0.826
H -1.102 0.211 1.189
H -2.454 -0.130 3.147
H 4.731 -11.025 -0.435
H 5.672 3.629 -0.506
H -6.674 -2.142 -2.061
H -6.580 0.142 -0.021
H 1.958 -6.142 3.428
H 5.219 5.145 0.400
H -1.700 7.296 0.065
H 5.702 -9.234 1.853
H 4.371 1.739 0.974
H 5.556 -11.506 1.060
H 0.468 -5.224 1.776
H -1.422 6.759 -3.442
H -3.261 7.348 0.904
H 2.428 -7.144 2.044
H -2.044 5.101 -3.285
H 2.218 1.487 -1.386
*
```

E_LUMO in eV: 0.276

| no. | total energy (eV) |
| --- | --- |
| 1 | -53465.864 |
| 2 | -52363.183 |
| 3 | -42823.612 |
| 4 | -222631.692 |
| 5 | -187321.322 |
| 6 | -85054.932 |